1.
Below is an isolated ion of composition C6H6NO3 and charge -1 in a non-equilibrium geometry, with properties calculated with wB97M-V/def2-TZVPD.

Computed properties:
- SMILES: O=C([O-])[C@@H]1C=CC=N[C@H]1O
- Kohn-Sham gap: 8.185 eV
- Charge: -1
- Energy relative to the best compared isomer or geometry (same formula, charge and spin): 1.8178 eV

Each line ends with the natural charge from an NBO analysis.
Atoms and positions in Å:
C -1.11844 -0.37236 1.58956  -0.343
C -1.28086 0.35168 0.47493  -0.062
C -0.23075 -1.53928 1.49953  0.062
C 0.40726 1.82239 -1.07142  0.826
C -0.31739 0.39980 -0.60364  -0.457
C 0.94825 -0.60694 -0.26521  0.244
N 0.54136 -1.73100 0.53590  -0.426
O 0.99497 1.68651 -2.12624  -0.757
O 0.25415 2.79537 -0.30412  -0.744
O 1.57015 -0.90247 -1.49654  -0.773
H -1.69144 -0.32002 2.50401  0.194
H -2.31692 0.60208 0.38630  0.191
H -0.24192 -2.32975 2.17156  0.166
H -0.67222 0.12639 -1.53801  0.220
H 1.59034 -0.00912 0.24839  0.150
H 1.56345 0.02672 -2.00502  0.509

Force components x, y, z for each atom (eV/Å):
1.331 -1.020 0.951
-0.789 -0.267 0.494
-0.076 2.418 -0.594
-1.965 0.202 3.477
2.499 -0.186 1.088
-3.753 0.274 -2.353
2.774 -0.565 -1.932
1.354 -0.176 -1.919
0.229 -0.609 -0.777
-0.079 1.221 -0.893
-0.771 0.091 -0.343
-0.394 1.510 -0.502
-0.834 -1.420 1.527
-1.305 -0.880 -1.749
1.965 1.472 2.222
-0.184 -2.067 1.302


2.
Below is an isolated ion of composition C6H6NO5P and charge -2 in a non-equilibrium geometry, with properties calculated with wB97M-V/def2-TZVPD.

Computed properties:
- SMILES: O=P([O-])([O-])[C@H](O)c1cccc[n+]1[O-]
- Kohn-Sham gap: 5.803 eV
- Charge: -2

Each line ends with the natural charge from an NBO analysis.
Atoms and positions in Å:
C 1.07692 1.52817 -1.31683  -0.274
C 1.42507 0.54569 -2.30829  -0.291
C 0.54855 1.09018 -0.15318  -0.158
C 1.17930 -0.73992 -2.03135  -0.029
C 0.29341 -0.26899 0.12119  0.162
C -0.28120 -0.64131 1.37319  -0.289
N 0.67458 -1.18779 -0.81558  0.074
O 0.59446 -2.47236 -0.68478  -0.628
O -2.97492 -1.00476 0.39314  -1.223
O -2.49585 -0.12282 2.76428  -1.263
O -2.10481 1.34528 0.65527  -1.233
O 0.20581 0.02509 2.55698  -0.783
P -2.21822 -0.01936 1.21914  2.369
H 1.27331 2.59159 -1.21965  0.201
H 1.90696 0.68132 -3.24750  0.188
H 0.26112 1.82673 0.65653  0.267
H 1.50482 -1.36629 -2.83792  0.192
H -0.32154 -1.75473 1.74463  0.211
H -0.54776 -0.05573 3.13071  0.507

Force components x, y, z for each atom (eV/Å):
0.756 -0.140 -0.187
-0.429 2.071 1.329
-0.769 0.554 1.514
-0.227 -0.062 0.804
1.179 -0.484 0.041
-1.542 -2.501 2.198
0.221 0.130 -1.585
-0.089 -0.222 0.514
-0.095 -0.757 -0.584
0.569 0.253 -1.331
0.350 1.776 -0.480
1.595 0.523 -1.385
-0.591 -1.463 2.920
0.250 0.034 -1.285
0.212 0.803 -0.565
0.324 -1.226 -1.090
-0.373 -1.379 0.541
0.102 1.809 -1.931
-1.444 0.279 0.562


3.
Below is C6H6NdO5 as an isolated structure in a non-equilibrium geometry, with properties calculated with wB97M-V/def2-TZVPD.

Computed properties:
- Kohn-Sham gap (spin up / spin down): 9.451 / 9.604 eV
- ⟨S²⟩: 3.75
- Multiplicity: 4
- Charge: +3

Each line ends with the Mulliken spin population.
Atoms and positions in Å:
Nd -0.11060 0.06669 0.34389  3.023
O -0.08103 3.78591 0.59202  0.001
C -0.08336 2.63943 0.48840  -0.004
C -0.11314 -2.56023 0.38984  -0.004
O -0.07181 -3.68857 0.59423  0.001
C 2.51597 0.08810 0.19372  -0.004
O 3.64340 0.06111 0.32942  0.001
C -2.66679 0.04697 0.29749  -0.004
O -3.81295 0.04307 0.32661  0.001
C -0.07736 0.74408 -2.08789  0.000
H -1.00873 1.33085 -2.08763  -0.001
H 0.85020 1.33482 -2.08584  -0.001
C -0.07476 -0.63837 -2.07650  -0.006
H 0.85374 -1.22650 -2.08004  0.000
H -1.00271 -1.22904 -2.08315  0.000
O 0.64095 -0.51083 2.79385  -0.004
H 0.85972 0.40599 3.03786  0.000
H -0.26076 -0.69346 3.11371  0.000

Force components x, y, z for each atom (eV/Å):
0.716 -0.651 2.689
-0.007 -4.996 -0.493
0.042 6.307 0.630
0.151 -5.392 1.107
-0.166 4.483 -0.926
4.108 -0.067 0.487
-3.252 0.079 -0.494
-6.000 -0.049 0.186
4.549 0.015 -0.161
0.070 -2.064 -1.119
0.084 -0.229 -0.169
-0.083 -0.227 -0.193
0.063 2.047 -1.307
-0.072 0.230 -0.169
0.076 0.235 -0.139
-0.824 0.675 -1.966
0.178 -0.285 1.019
0.366 -0.112 1.019


4.
Below is a 2-piece molecular cluster, C6H6O overall in a non-equilibrium geometry, with properties calculated with wB97M-V/def2-TZVPD.

Computed properties:
- Kohn-Sham gap: 7.845 eV
- Charge: 0
- Energy relative to the best compared isomer or geometry (same formula, charge and spin): 9.7545 eV

Each line ends with the natural charge from an NBO analysis.
Atoms and positions in Å:
C -1.09657 0.35394 -0.28265  0.001
C -2.10684 -0.43077 0.24605  -0.072
C 0.04471 0.38448 -1.23830  -0.412
C 0.97718 0.70228 -0.06166  -0.419
C -0.20235 0.77508 0.89669  -0.249
C -0.96084 -0.41497 1.06640  0.304
O 0.23902 -2.33573 1.05528  -0.799
H 0.18570 -0.48400 -1.73486  0.236
H 0.18642 1.18117 -1.99954  0.252
H 1.73806 -0.13069 -0.02839  0.255
H 1.63059 1.54553 0.10131  0.231
H -0.26720 1.60260 1.48698  0.238
H -0.36789 -2.74888 0.49269  0.434

Force components x, y, z for each atom (eV/Å):
-0.859 0.924 1.090
-1.138 -1.586 -0.463
0.741 4.274 -0.320
2.566 -2.212 0.698
2.437 -2.128 -1.301
1.071 -2.498 -0.320
-0.191 4.232 1.531
0.463 -3.009 -1.301
-1.039 -0.204 0.483
-1.108 0.387 0.907
-0.316 0.904 -1.125
-0.912 2.061 1.559
-1.715 -1.147 -1.438


5.
Below is an isolated molecule of C6H6O, with properties calculated with wB97M-V/def2-TZVPD.

Computed properties:
- Kohn-Sham gap: 8.370 eV
- Charge: 0
- Energy relative to the best compared isomer or geometry (same formula, charge and spin): 5.4978 eV

Each line ends with the natural charge from an NBO analysis.
Atoms and positions in Å:
O 0.31568 2.09618 0.33280  -0.688
C -0.50351 0.99012 0.56219  0.058
C -0.92686 0.28139 -0.98049  -0.503
C -0.03824 -0.76998 -1.28260  0.069
C 0.76372 -1.52014 -0.67149  -0.313
C 0.08182 -0.02469 1.37555  -0.047
C 0.70992 -1.09242 1.13942  -0.263
H 1.22907 1.77646 0.32434  0.479
H -1.47974 1.36521 0.87573  0.218
H -0.85628 1.17412 -1.60526  0.258
H -1.96733 -0.05627 -0.91296  0.236
H 1.46061 -2.32785 -0.81869  0.251
H 1.21114 -1.89214 1.66147  0.246

Force components x, y, z for each atom (eV/Å):
0.210 -0.044 -0.030
-0.146 -0.118 0.204
-0.045 -0.094 -0.177
0.207 -0.105 0.466
-0.217 0.146 -0.492
0.204 -0.307 -0.325
-0.219 0.340 0.366
-0.120 0.122 -0.015
0.096 -0.120 -0.044
0.046 -0.100 0.100
0.162 0.060 -0.005
-0.141 0.096 0.077
-0.037 0.124 -0.127


6.
Below is an isolated molecule of C6H6O in a non-equilibrium geometry, with properties calculated with wB97M-V/def2-TZVPD.

Computed properties:
- Kohn-Sham gap (spin up / spin down): 6.171 / 7.590 eV
- Charge: 0
- Energy relative to the best compared isomer or geometry (same formula, charge and spin): 4.7990 eV

Each line ends with the natural charge from an NBO analysis.
Atoms and positions in Å:
C 2.29833 -1.14721 0.61356  -0.499
C 1.76100 -0.12192 -0.03211  0.016
C 0.41651 0.25486 -0.09597  -0.251
C -0.45837 1.27478 0.28886  -0.291
C -1.82641 0.94611 -0.17845  -0.103
O -1.65992 -0.32305 -0.89567  -0.417
C -0.41162 -0.62031 -0.83668  0.325
H 3.33731 -1.45345 0.48924  0.201
H -0.24759 2.12514 0.92177  0.224
H -2.55449 0.72765 0.61401  0.202
H -2.29573 1.61974 -0.90616  0.201
H -0.09055 -1.53909 -1.32171  0.208
H 1.73155 -1.74325 1.33931  0.185

Force components x, y, z for each atom (eV/Å):
0.387 0.292 -0.228
0.610 -0.819 0.925
-1.594 -0.662 -1.267
0.110 0.678 0.483
-0.310 -0.288 -0.137
-0.901 0.447 0.008
1.747 -0.334 0.303
-0.143 0.152 -0.034
0.015 -0.114 -0.075
0.074 0.180 -0.034
0.090 0.109 0.150
-0.101 0.169 0.048
0.014 0.188 -0.142


7.
Below is an isolated molecule of C6H6O in a non-equilibrium geometry, with properties calculated with wB97M-V/def2-TZVPD.

Computed properties:
- Kohn-Sham gap (spin up / spin down): 6.492 / 8.620 eV
- ⟨S²⟩: 2.02
- Multiplicity: 3
- Charge: 0
- Energy relative to the best compared isomer or geometry (same formula, charge and spin): 0.3161 eV

Each line ends with the Mulliken spin population.
Atoms and positions in Å:
C 2.05560 2.34464 -0.09149  0.269
C 1.56174 1.25792 -0.00212  0.055
C 1.47394 -1.17394 -0.03950  0.595
C -0.66946 0.09721 0.10547  0.116
C -1.77204 -1.07849 -0.09730  0.006
C 0.91592 -0.00689 -0.05008  0.470
O 2.01559 -2.20690 -0.01366  0.457
H 2.25190 3.35933 0.10597  0.002
H -1.51852 -1.89874 0.69708  -0.008
H -1.04171 0.79887 -0.52839  0.010
H -0.92947 0.39603 1.03910  0.034
H -2.60576 -0.49465 -0.06843  0.000
H -1.73772 -1.39439 -1.05666  -0.004

Force components x, y, z for each atom (eV/Å):
0.080 0.984 0.536
-0.802 -1.792 -0.502
0.733 -1.845 -0.148
0.538 -3.197 -1.411
5.332 -0.429 3.434
-3.774 3.772 0.593
1.735 -2.565 0.026
0.495 0.505 -0.255
-1.302 1.415 -1.611
-0.540 2.613 -1.950
-0.065 1.357 3.140
-2.841 0.908 1.112
0.411 -1.727 -2.965


8.
Below is C6H6O2 as an isolated structure in a non-equilibrium geometry, with properties calculated with wB97M-V/def2-TZVPD.

Computed properties:
- Kohn-Sham gap: 9.013 eV
- Charge: 0
- Energy relative to the best compared isomer or geometry (same formula, charge and spin): 6.2014 eV

Each line ends with the natural charge from an NBO analysis.
Atoms and positions in Å:
C -1.52461 -0.28917 0.22606  0.568
C -1.25461 1.20125 0.30356  -0.528
C 0.08218 0.59377 -0.28571  0.098
C 2.19812 -0.18079 -0.10194  0.137
C 1.42042 -1.25209 0.12695  -0.317
C -0.03612 -0.78500 0.43839  -0.384
H -1.58083 1.99316 1.33023  0.288
H -1.75835 1.63789 -0.67484  0.253
H 0.02594 0.60608 -1.44116  0.216
H 3.30826 0.12014 -0.54966  0.235
H 1.84084 -2.10165 -0.19703  0.223
H 0.26553 -0.51604 1.46333  0.239
O -2.50654 -0.75287 -0.43416  -0.510
O 1.57984 1.06944 -0.08769  -0.519

Force components x, y, z for each atom (eV/Å):
-4.888 -3.208 -2.971
-0.893 2.501 -0.632
3.104 2.609 0.124
1.511 3.010 -1.516
-0.723 1.755 -1.266
1.847 2.944 0.001
1.745 -2.937 -3.176
0.456 -0.541 2.564
-0.159 -0.501 1.949
-2.716 -2.042 1.695
0.860 -3.664 -0.425
-1.325 0.569 0.299
4.067 1.107 3.073
-2.885 -1.603 0.282


9.
Below is an isolated molecule of C6H6O2 in a non-equilibrium geometry, with properties calculated with wB97M-V/def2-TZVPD.

Computed properties:
- SMILES: C#CC(=O)/C=C\CO
- Kohn-Sham gap: 8.848 eV
- Charge: 0
- Energy relative to the best compared isomer or geometry (same formula, charge and spin): 5.2890 eV

Each line ends with the natural charge from an NBO analysis.
Atoms and positions in Å:
C 2.02685 -0.11400 -0.47076  -0.130
C 1.17266 1.10735 0.00131  -0.098
C -0.20500 0.97584 0.05193  -0.318
C -0.96661 -0.25181 -0.28875  0.439
C -2.33110 0.02938 -0.06175  -0.165
C -3.56502 -0.31546 0.13627  -0.111
H 1.50554 -1.40365 0.97445  0.473
H 1.25021 -0.63924 -1.13252  0.203
H 3.27549 -0.11610 -0.68489  0.231
H 1.54022 2.09936 0.19785  0.211
H -0.90555 1.61797 0.54167  0.221
H -4.63281 -0.64434 0.51482  0.279
O 2.32898 -1.00482 0.53009  -0.733
O -0.49386 -1.34049 -0.30971  -0.504

Force components x, y, z for each atom (eV/Å):
1.137 -0.137 -1.099
-1.847 -0.677 -0.678
2.892 -0.641 -0.368
1.677 2.701 2.210
-9.872 -3.306 0.407
4.157 1.140 0.207
1.520 0.931 -1.176
2.112 0.749 -0.273
-3.763 1.649 -1.200
0.577 0.042 0.434
0.300 1.335 -0.073
2.832 1.175 -1.173
-2.041 -2.345 3.735
0.319 -2.614 -0.953


10.
Below is C6H6O2 as an isolated structure in a non-equilibrium geometry, with properties calculated with wB97M-V/def2-TZVPD.

Computed properties:
- Kohn-Sham gap: 10.210 eV
- Charge: 0
- Energy relative to the best compared isomer or geometry (same formula, charge and spin): 4.5569 eV

Each line ends with the natural charge from an NBO analysis.
Atoms and positions in Å:
C -0.42500 1.26530 0.01231  0.077
C -0.69103 0.14088 1.04417  0.032
C -0.92158 0.08815 -0.94711  0.046
C 0.38218 -0.81748 -0.75072  -0.286
C 1.36332 0.05669 -0.15687  0.026
C 0.60391 -0.70485 0.81324  -0.282
H -1.22463 2.02103 -0.13047  0.233
H -1.08172 0.50549 2.01797  0.218
H -1.48469 -0.01310 -1.78749  0.199
H 0.54141 -1.81699 -1.28651  0.247
H 2.44849 -0.03993 0.07259  0.228
H 1.33129 -1.74460 1.12887  0.255
O 0.85952 1.39228 -0.13819  -0.481
O -1.70148 -0.33286 0.10821  -0.513

Force components x, y, z for each atom (eV/Å):
-2.878 -2.232 -1.820
-1.204 0.410 0.718
3.185 -1.404 3.180
-0.667 -1.672 -1.545
2.678 1.934 1.136
-0.249 -3.705 -0.499
1.427 0.437 0.802
0.337 -1.066 -0.432
-0.961 0.401 -2.947
-0.098 1.900 0.762
-0.755 0.521 -1.447
-3.122 3.369 0.111
4.402 2.436 -0.788
-2.095 -1.329 2.769


11.
Below is an isolated molecule of C6H6O2 in a non-equilibrium geometry, with properties calculated with wB97M-V/def2-TZVPD.

Computed properties:
- SMILES: C#C[C@]1(C=O)CCO1
- Kohn-Sham gap: 9.988 eV
- Charge: 0
- Energy relative to the best compared isomer or geometry (same formula, charge and spin): 5.5850 eV

Each line ends with the natural charge from an NBO analysis.
Atoms and positions in Å:
C -1.48499 1.33097 0.40891  0.421
C -0.30039 0.49595 0.06404  0.020
C 0.35473 -0.73442 0.73928  -0.423
C -0.31347 -1.56976 -0.22732  -0.072
C 0.79855 1.10519 -0.55104  -0.021
C 2.02691 1.34792 -0.88190  -0.214
H -2.07347 1.82405 -0.54297  0.181
H 1.45546 -0.87174 0.63958  0.252
H -0.15078 -0.93860 1.79428  0.235
H 0.43584 -2.07891 -1.03396  0.189
H -1.20566 -2.15569 0.24619  0.186
H 3.02832 1.50363 -1.31086  0.256
O -1.78066 1.22887 1.63966  -0.501
O -0.79038 -0.48743 -0.98389  -0.509

Force components x, y, z for each atom (eV/Å):
-1.217 -1.131 4.129
0.427 -1.753 -3.119
-0.666 -0.479 5.193
-0.585 -3.207 -3.052
9.417 3.451 -2.764
-6.250 -1.141 1.172
1.179 -0.876 2.573
-0.964 0.951 0.850
1.827 0.606 -1.755
-1.932 -0.030 2.427
1.768 0.265 -1.357
-1.184 0.016 0.508
-0.257 1.564 -4.692
-1.564 1.763 -0.113


12.
Below is an isolated molecule of C6H6O2S in a non-equilibrium geometry, with properties calculated with wB97M-V/def2-TZVPD.

Computed properties:
- SMILES: C#CC1=CS(=O)(=O)CC1
- Kohn-Sham gap (spin up / spin down): 8.657 / 8.657 eV
- Charge: 0
- Energy relative to the best compared isomer or geometry (same formula, charge and spin): 4.1166 eV

Each line ends with the natural charge from an NBO analysis.
Atoms and positions in Å:
C 3.02782 1.59809 -0.07373  -0.126
C 1.97801 0.99333 -0.04827  -0.067
C -0.55552 1.20330 0.33562  -0.466
C 0.68552 0.41533 -0.04163  -0.018
C 0.34979 -1.04115 -0.44608  -0.462
C -0.85445 -1.38973 0.43497  -0.621
O -2.19245 -0.04049 -1.32310  -0.937
O -3.03319 0.30110 1.04402  -0.895
S -1.96595 0.03344 0.09374  2.124
H 3.86951 2.01982 0.14763  0.206
H -0.49275 2.29856 0.34202  0.257
H -0.02687 -1.03902 -1.58279  0.269
H 1.22042 -1.76659 -0.47525  0.248
H -1.25466 -2.27115 0.05399  0.244
H -0.75522 -1.31484 1.53887  0.245

Force components x, y, z for each atom (eV/Å):
-5.323 -3.022 -0.458
0.496 0.780 -0.349
4.773 -3.616 -2.119
-5.051 2.080 0.968
0.518 0.582 -1.468
0.132 1.861 0.576
-0.939 0.183 -0.217
1.048 -0.665 -0.905
1.417 1.135 0.615
4.551 2.319 0.759
-0.535 -0.592 0.344
0.715 0.156 2.459
-1.017 0.921 0.674
-1.287 -1.559 -0.125
0.501 -0.562 -0.753


Q: Look up the charge of the third one.
A: +3